1.
# CH13O5S

A 6-piece molecular cluster, CH13O5S overall (the ωB97M-V functional and the def2-TZVPD basis, the Open Molecules 2025 dataset).

```
20
CH13O5S | the Open Molecules 2025 dataset | the ωB97M-V functional and the def2-TZVPD basis
H 1.25 1.44 1.45
H -2.18 -0.09 -1.48
H -3.68 0.81 2.88
H -3.11 -1.04 -0.38
C -2.48 -0.15 -0.42
H 4.59 1.22 -1.11
H 0.19 -0.50 -1.46
O 0.51 -0.32 -2.37
O -2.80 1.17 3.04
O 4.02 0.73 -0.51
H 0.56 0.64 -2.36
H 3.27 0.53 -1.07
H 0.15 -2.41 0.05
O 2.16 1.36 1.77
S -0.99 -0.17 0.63
H -3.10 0.73 -0.28
H -2.34 0.98 2.20
O 0.73 -2.99 -0.46
H 0.78 -2.59 -1.33
H 2.46 0.65 1.20
```

Calculated values
- total charge = -1
- HOMO-LUMO gap (eV) = 6.90
- HOMO energy (eV) = -3.8
- relative energy (zero: lowest compared OMol25 entry of this formula, charge and spin) (kcal/mol) = 18.5

Results of the Mulliken charge analysis, in e, for atoms 1 through 4:
1. H 0.2913
2. H 0.2486
3. H 0.2938
4. H 0.2427

***

2.
# C8H6ClN3S

One molecule with the formula C8H6ClN3S (the ωB97M-V functional and the def2-TZVPD basis, the Open Molecules 2025 dataset).

```
19
C8H6ClN3S | the Open Molecules 2025 dataset | the ωB97M-V functional and the def2-TZVPD basis
H -0.63 0.31 -3.67
H -1.08 3.42 -0.75
H 0.21 -1.29 -1.83
C -0.29 1.54 0.03
H -0.27 0.12 2.48
C -0.77 2.38 -0.99
H 1.09 -1.87 3.74
C 0.08 0.20 -0.25
C -0.84 1.94 -2.33
C 0.47 -0.78 0.78
S 1.42 -4.24 2.22
C -0.54 0.60 -2.62
C 0.92 -2.67 1.83
N 0.81 -2.06 0.57
N 0.62 -1.77 2.85
C -0.05 -0.26 -1.58
H -0.25 1.98 1.03
N 0.43 -0.54 2.14
Cl -1.32 2.99 -3.66
```

Calculated values
- SMILES = S=c1nc(-c2ccc(Cl)cc2)[nH][nH]1
- HOMO-LUMO gap (eV) = 7.30
- HOMO energy (eV) = -8.1
- relative energy (zero: lowest compared OMol25 entry of this formula, charge and spin) (kcal/mol) = 15.6

Results of the Mulliken charge analysis, in e, for atoms 1 through 4:
1. H 0.3834
2. H 0.3381
3. H 0.4648
4. C -0.3283

***

3.
# C28H44BrN3P2Ti

C28H44BrN3P2Ti as an isolated structure (the ωB97M-V functional and the def2-TZVPD basis, the Open Molecules 2025 dataset).

```
79
C28H44BrN3P2Ti | the Open Molecules 2025 dataset | the ωB97M-V functional and the def2-TZVPD basis
H -0.54 1.33 -4.98
H -3.19 -0.70 2.12
C -1.58 1.24 -4.62
C -0.53 -1.63 3.05
H -0.49 -5.46 1.09
H 1.90 4.24 -3.21
C 0.53 -1.55 -4.64
H -2.12 2.16 -4.93
C -3.82 -2.75 1.68
H 0.02 5.17 4.15
H 0.47 -2.10 3.01
C 2.63 -1.77 0.84
C -0.35 2.77 1.69
C -0.78 -3.36 0.66
H 0.81 2.43 -1.84
C 2.67 1.47 -1.32
H -1.43 5.93 2.61
H -1.06 5.36 0.94
C -1.39 -2.26 4.16
H -3.29 -1.07 0.41
H 0.11 -2.55 -4.41
C -1.92 -1.79 -2.50
C 2.98 -1.75 2.22
P -1.12 -1.62 1.28
H -2.68 1.03 -2.74
C 0.71 -0.72 -3.37
C 2.50 3.47 -2.72
C 3.18 -4.14 0.90
H 3.65 -2.92 3.90
H -1.56 -3.34 3.99
H -0.14 -1.07 -5.37
H 0.20 -3.27 0.17
H 0.00 -4.39 2.42
H -0.35 -0.57 3.28
P -0.75 -0.34 -2.25
H -2.43 4.63 1.86
H -3.65 -3.54 0.93
H 1.43 -1.21 -2.70
C 1.90 2.47 -1.96
C -2.81 -1.89 -3.75
H -2.56 -1.78 -1.60
H -2.22 -1.96 -4.68
C 3.90 3.49 -2.84
H 1.16 0.26 -3.60
H 3.28 -5.11 0.40
H 1.32 4.12 3.47
H -3.59 -3.18 2.67
H -1.52 -3.53 -0.15
Ti 0.00 0.00 0.00
C 4.08 1.51 -1.46
C 4.69 2.51 -2.22
H -0.05 3.38 4.40
Br 4.74 4.86 -3.88
H -4.90 -2.51 1.66
H -1.73 -4.71 2.12
C 2.13 -0.62 0.17
N -0.51 4.02 2.45
C 2.77 -3.02 0.18
C -0.76 -4.54 1.63
N 3.49 -4.13 2.22
H 2.90 -0.82 2.78
C 2.03 0.44 -0.54
H -1.21 1.99 -2.63
H -2.38 -1.76 4.23
H -3.48 -1.02 -3.84
H -2.05 0.39 -5.15
H 1.50 -1.71 -5.13
H -3.45 -2.79 -3.70
H -0.89 -2.15 5.13
H -1.29 -2.69 -2.40
H 4.69 0.75 -0.97
C 0.23 4.19 3.68
C 3.39 -2.93 2.84
H 2.53 -3.11 -0.89
H 5.78 2.54 -2.32
C -1.64 1.08 -3.10
C -2.99 -1.50 1.38
N -0.22 1.70 1.03
C -1.40 5.04 1.94
```

Calculated values
- spin multiplicity = 3
- total charge = +2
- HOMO-LUMO gap (alpha / beta) (eV) = 6.93 / 6.46
- HOMO energy (alpha / beta) (eV) = -13.7 / -13.7
- relative energy (zero: lowest compared OMol25 entry of this formula, charge and spin) (kcal/mol) = 31.9

Results of the Mulliken charge analysis, in e, for atoms 1 through 4:
1. H 0.2865
2. H 0.5352
3. C -1.2834
4. C -0.3028

***

4.
# C11H14N2O

A 2-piece molecular cluster, C11H14N2O overall (the ωB97M-V functional and the def2-TZVPD basis, the Open Molecules 2025 dataset).

```
28
C11H14N2O | the Open Molecules 2025 dataset | the ωB97M-V functional and the def2-TZVPD basis
H -0.49 -1.88 -3.82
H 1.98 0.51 1.71
C -1.71 1.69 1.37
C 0.59 -1.73 -1.93
N 0.85 -2.75 -0.01
H 1.00 -1.11 -3.95
C 1.87 -1.85 -0.23
H -2.74 2.05 1.36
H -1.94 0.73 3.39
H 1.26 1.45 -0.26
H -0.91 -3.25 -1.10
H -0.23 -0.29 4.44
C -0.76 2.02 0.40
C -0.04 0.52 2.63
H 2.71 -1.74 0.44
C -1.03 2.73 -0.92
H 0.89 -3.28 0.85
H -0.15 2.59 -1.53
C -0.09 -2.53 -1.03
C 0.90 0.72 1.62
H -1.84 2.10 -1.29
C -1.33 1.01 2.51
N 1.78 -1.25 -1.38
H -1.26 3.81 -0.93
O 0.38 -0.25 3.69
C 0.51 1.44 0.50
C 0.15 -1.21 -3.23
H -0.37 -0.25 -3.28
```

Calculated values
- SMILES = Cc1ccc(O)cc1.Cc1c[nH]cn1
- HOMO-LUMO gap (eV) = 8.95
- HOMO energy (eV) = -8.2
- relative energy (zero: lowest compared OMol25 entry of this formula, charge and spin) (kcal/mol) = 44.4

Results of the Mulliken charge analysis, in e, for atoms 1 through 4:
1. H 0.3251
2. H 0.4180
3. C -0.6833
4. C 0.8463

***

5.
# C19H23FN3O2S

An isolated ion of composition C19H23FN3O2S and charge +1 (the ωB97M-V functional and the def2-TZVPD basis, the Open Molecules 2025 dataset).

```
49
C19H23FN3O2S | the Open Molecules 2025 dataset | the ωB97M-V functional and the def2-TZVPD basis
H -3.47 3.84 0.35
C 0.60 -2.53 1.41
H 4.52 -0.88 -3.00
H -1.11 -3.52 1.98
N -0.19 -3.23 2.25
H -3.34 -2.21 0.75
H 4.43 -2.17 -1.77
H 4.68 1.48 -2.29
C 2.65 -1.02 -2.02
H 0.29 -3.79 2.94
O 1.98 -0.49 -2.89
H -2.47 0.59 1.54
H -3.70 -1.24 -1.48
C 4.67 -0.19 -0.96
C 4.92 -0.63 0.33
S -0.22 -0.61 -2.02
F 5.96 2.46 1.89
C 4.87 1.14 -1.29
H -4.58 0.49 -0.34
C 5.36 0.26 1.30
H -3.33 2.19 -1.44
C 4.15 -1.15 -2.01
O 1.81 -2.49 1.55
H 5.47 3.08 -0.57
H -3.06 0.19 -2.31
C 5.54 1.59 0.95
H -2.30 -1.72 2.09
C -1.66 -0.83 -1.06
N -3.56 0.48 -0.26
H 2.50 -1.91 -0.08
C -2.60 -1.48 1.08
C -3.21 -0.07 1.10
H -5.61 3.01 -0.73
H 4.78 -1.66 0.60
C -0.07 -1.80 0.31
H -5.83 1.89 0.63
C 0.68 -1.37 -0.77
H -5.82 3.62 0.90
C 5.31 2.04 -0.33
C -5.36 2.83 0.32
C -3.86 2.83 0.54
H -3.63 2.60 1.58
H -4.11 -0.06 1.72
C -3.03 -0.38 -1.39
H -2.04 1.93 -0.25
H 5.55 -0.06 2.31
N 2.03 -1.52 -0.91
C -3.12 1.89 -0.41
C -1.43 -1.45 0.14
```

Calculated values
- SMILES = CCC[N@@H+]1CCc2c(sc(NC(=O)Cc3ccc(F)cc3)c2C(N)=O)C1
- total charge = +1
- HOMO-LUMO gap (eV) = 8.37
- HOMO energy (eV) = -11.0
- relative energy (zero: lowest compared OMol25 entry of this formula, charge and spin) (kcal/mol) = 0.5

Results of the Mulliken charge analysis, in e, for atoms 1 through 4:
1. H 0.4072
2. C 0.8089
3. H 0.4292
4. H 0.2092

***

6.
# C15H35IrN4O3SSi2Te

C15H35IrN4O3SSi2Te as an isolated structure (the ωB97M-V functional and the def2-TZVPD basis, the Open Molecules 2025 dataset).

```
62
C15H35IrN4O3SSi2Te | the Open Molecules 2025 dataset | the ωB97M-V functional and the def2-TZVPD basis
O -1.55 -17.17 0.00
H 3.09 -22.62 -3.08
H 3.77 -14.44 0.68
H 3.88 -19.16 -5.41
N -0.61 -14.95 -0.46
H 3.47 -18.55 -3.77
H 0.64 -20.82 -2.26
H -3.42 -22.26 -3.92
N 2.06 -13.41 1.26
O -1.16 -15.92 1.88
C 1.93 -15.01 -0.34
H -4.24 -17.13 3.63
H -0.08 -12.17 2.21
H -1.93 -19.13 2.62
H 1.83 -19.55 -2.00
Si -3.51 -19.77 -3.66
H 1.06 -20.80 -6.48
H -3.48 -15.65 3.04
Te -0.28 -18.34 -2.96
H -4.77 -17.60 -3.83
H 4.02 -21.16 -2.71
C -2.76 -18.91 1.96
H -2.46 -19.05 -1.46
H 0.53 -11.29 0.90
H -2.51 -19.24 0.95
C 3.49 -21.69 -3.51
H -4.45 -21.79 -2.58
C 0.85 -13.41 0.84
H 0.23 -21.67 -5.25
S 2.19 -16.19 -1.58
H -1.63 -20.46 -1.96
H -1.10 -14.32 -1.10
N 2.75 -14.39 0.58
H -2.43 -16.75 3.80
H -3.68 -19.46 2.26
C -2.76 -19.24 -5.32
Si 2.18 -20.57 -4.21
C -3.09 -17.39 1.80
H 1.65 -22.41 -5.84
H -2.46 -18.16 -5.42
Ir 0.02 -16.81 -1.09
O -4.12 -17.14 0.88
C 0.02 -12.25 1.12
C -3.32 -16.74 3.15
H -4.90 -18.23 -2.24
H 4.25 -22.03 -4.25
H -3.32 -19.46 -6.23
H -5.03 -21.54 -4.25
C 3.07 -18.91 -4.73
C -4.92 -18.53 -3.24
H -4.22 -17.94 0.29
H 2.41 -18.16 -5.16
H -1.03 -12.26 0.81
H -1.00 -15.11 0.54
C -4.14 -21.52 -3.58
H -5.91 -19.01 -3.43
C 1.23 -21.43 -5.59
C -2.02 -19.53 -2.37
C 1.15 -19.99 -2.75
H -1.87 -19.88 -5.35
N 0.73 -14.38 -0.16
C -1.79 -16.82 1.27
```

Calculated values
- spin multiplicity = 5
- total charge = +2
- HOMO-LUMO gap (alpha / beta) (eV) = 7.30 / 5.45
- HOMO energy (alpha / beta) (eV) = -13.4 / -15.4
- relative energy (zero: lowest compared OMol25 entry of this formula, charge and spin) (kcal/mol) = 0.0

Results of the Mulliken charge analysis, in e, for atoms 1 through 4:
1. O -0.4328
2. H 0.3465
3. H 0.2365
4. H 0.3579

***

7.
# C36H21IN2O5S

A 3-piece molecular cluster, C36H21IN2O5S overall (the ωB97M-V functional and the def2-TZVPD basis, the Open Molecules 2025 dataset).

```
66
C36H21IN2O5S | the Open Molecules 2025 dataset | the ωB97M-V functional and the def2-TZVPD basis
C 3.72 8.29 -3.63
C -2.66 -6.04 0.09
C -6.61 -3.80 2.10
C -5.41 -5.56 0.13
C -7.16 -2.95 3.07
C 0.66 -0.04 -0.85
H 4.81 -2.97 -1.84
I 4.86 -0.04 1.38
C 3.94 5.96 -2.11
H -10.39 -2.93 1.99
H 4.07 2.68 0.47
C 4.30 7.30 -0.04
H -1.58 -6.22 0.07
C 4.35 6.07 0.76
O 6.27 -2.60 0.47
C 2.98 -1.63 -1.11
C -9.34 -3.18 2.03
N 2.85 -4.40 -0.39
S 1.48 -5.32 0.25
C -8.79 -4.05 1.08
H 0.10 1.01 -0.91
C 4.01 4.72 -1.31
H 2.86 0.78 -1.61
H 4.01 9.35 -1.78
H -6.54 -2.52 3.84
C -7.43 -4.36 1.12
C 4.20 3.66 0.94
H -5.50 -6.90 -1.57
C -5.16 -4.09 2.13
H -9.43 -4.47 0.31
H 3.62 9.20 -4.22
C -0.18 -1.36 -0.31
C 5.37 -1.73 0.01
O -4.45 -3.60 2.99
C 3.63 7.04 -4.25
H 3.46 6.98 -5.33
C 4.55 6.15 2.15
H 4.69 7.12 2.63
N 0.14 -4.16 0.32
H -1.30 -1.36 0.03
C -4.86 -6.42 -0.83
C 2.20 -3.01 -0.57
H -2.56 -4.73 1.80
C 4.19 4.82 0.16
C -3.21 -5.20 1.06
H 4.39 2.84 2.92
C 3.74 5.88 -3.49
H 3.66 4.91 -3.98
C -6.86 -5.29 0.12
C -3.48 -6.65 -0.85
C 2.25 -0.17 -1.25
C 3.93 8.37 -2.26
H -8.95 -1.97 3.77
C -8.53 -2.64 3.03
C 4.60 -1.86 -1.46
C 4.05 7.21 -1.49
O 4.46 8.40 0.49
H 4.72 5.06 4.00
C 4.57 4.99 2.92
C -4.59 -4.97 1.09
H -3.06 -7.31 -1.60
C 0.62 -2.80 -0.18
C 4.39 3.75 2.32
H 4.99 -1.06 -2.24
O 3.91 3.63 -1.84
O -7.59 -5.83 -0.71
```

Calculated values
- SMILES = O=C1c2ccccc2C(=O)c2ccccc21.O=C1c2ccccc2C(=O)c2ccccc21.O=C(I)Cc1cccc2nsnc12
- HOMO-LUMO gap (eV) = 6.76
- HOMO energy (eV) = -8.7

Results of the Mulliken charge analysis, in e, for atoms 1 through 4:
1. C -0.4502
2. C -0.1869
3. C 0.1761
4. C 0.1868

***

8.
# C27H41F9NdOP2

C27H41F9NdOP2 as an isolated structure (the ωB97M-V functional and the def2-TZVPD basis, the Open Molecules 2025 dataset).

```
81
C27H41F9NdOP2 | the Open Molecules 2025 dataset | the ωB97M-V functional and the def2-TZVPD basis
H -3.36 2.65 -0.78
H -3.84 2.31 0.91
H 3.12 -2.04 0.46
C 2.56 1.28 -1.63
H -0.56 -2.08 -3.62
C 0.16 -3.83 -0.07
H -3.86 -1.91 0.52
C -0.68 -1.13 -4.17
C -5.35 1.82 -4.47
H 4.16 -0.82 1.24
H -0.60 0.99 3.33
H 3.41 1.97 -1.45
C 2.28 -0.07 0.58
C 1.71 -0.72 3.00
F -0.74 -5.89 -0.99
H -1.10 2.29 2.22
H -5.82 -1.78 -2.55
O 0.39 -2.54 -0.49
H -5.21 -1.07 -0.27
H 2.67 -0.47 3.49
F -1.15 -4.01 -2.06
H -4.71 -0.61 1.39
H -4.68 2.26 -2.44
F -2.20 -3.68 0.34
C -6.04 -0.89 -3.16
C 3.43 -0.98 0.43
C -3.41 0.24 -5.08
C 0.87 1.74 0.30
H -5.48 2.91 -4.50
H -5.68 -2.13 -4.88
H -0.73 2.04 -4.57
C -1.35 1.87 -3.67
C -5.44 -1.10 -4.58
C -4.35 -0.93 0.40
H -4.98 1.94 -0.42
Nd -0.47 -0.56 -0.40
H -3.35 0.22 -2.72
H -5.96 -0.46 -5.31
C -0.24 1.77 2.65
C -2.62 -0.27 -2.08
P -1.02 0.23 -2.99
C 1.88 0.95 -0.34
C 1.51 0.07 1.76
H -2.41 2.02 -3.94
C 1.41 -4.43 0.61
H 2.97 0.37 -2.10
H -0.72 3.19 0.12
C -3.91 1.94 -0.13
F -1.04 -4.91 1.74
H -2.81 -1.35 -2.16
C 0.33 3.04 -0.19
C 0.63 1.18 1.60
C -3.96 -0.91 -4.64
C -0.22 -4.68 -1.31
F 1.58 -3.87 1.85
H -4.61 1.38 -6.44
H -3.36 -1.81 -4.44
H -3.49 2.34 -5.46
H 0.28 -0.90 -4.66
H 1.74 -1.79 2.78
H 0.31 2.51 3.27
H 1.88 1.76 -2.34
P -3.14 0.31 -0.20
F -0.87 -2.72 1.78
H 0.92 -0.53 3.73
H -7.14 -0.85 -3.29
H 0.91 3.89 0.21
C -0.98 -3.83 0.96
C -5.55 0.32 -2.45
C -4.19 1.48 -5.43
H 3.95 -0.82 -0.52
C -5.11 1.45 -3.04
H -2.39 0.27 -5.46
F 2.53 -4.13 -0.10
F 0.85 -4.88 -2.12
H -6.30 1.40 -4.85
H 0.37 3.11 -1.29
H -1.43 -1.30 -4.96
H -1.09 2.63 -2.91
H -5.73 0.31 -1.38
F 1.35 -5.77 0.77
```

Calculated values
- spin multiplicity = 4
- total charge = +1
- HOMO-LUMO gap (alpha / beta) (eV) = 7.18 / 7.29
- HOMO energy (alpha / beta) (eV) = -9.9 / -9.9
- relative energy (zero: lowest compared OMol25 entry of this formula, charge and spin) (kcal/mol) = 0.0

Results of the Mulliken charge analysis, in e, for atoms 1 through 4:
1. H 0.3629
2. H 0.5032
3. H -0.0365
4. C -1.7188

***

Number 1: calculated total energy -820.34089 Ha. Number 2: calculated total energy -1331.07468 Ha. Number 3: calculated total energy -5363.14392 Ha. Number 4: calculated total energy -612.28001 Ha. Number 5: calculated total energy -1550.44514 Ha. Number 6: calculated total energy -2386.08672 Ha. Number 7: calculated total energy -2565.70256 Ha. Number 8: calculated total energy -3271.36162 Ha.